Record 1
The following is a quantum chemistry calculation of C7H12 as an isolated structure, from the Open Molecules 2025 dataset.

Output
* energy above the lowest of the compared OMol25 structures with the same formula, charge and spin: 76.0 kcal per mole
* gap between HOMO and LUMO: 0.3094 Eh
* charge: 0

Each line ends with the natural charge from an NBO analysis.
Element x y z (Å)
C: -1.8259 -0.9349 -0.8390  -0.46
C: 1.5377 0.9967 -0.8237  -0.61
C: -0.5203 1.4836 0.5970  -0.63
C: 0.2271 0.5148 -0.2600  -0.07
C: -0.5792 -0.4065 -1.0996  -0.17
C: 0.5317 -1.1118 0.3786  -0.14
C: 0.2393 -1.4019 1.6376  -0.46
H: -0.1872 -0.5343 -2.1013  0.21
H: -2.2308 -0.9378 0.1565  0.19
H: -2.3058 -1.5830 -1.5573  0.20
H: 1.3016 -1.6853 -0.1249  0.21
H: 1.4211 2.0038 -1.2342  0.22
H: -0.0716 1.5341 1.6001  0.22
H: 1.9166 0.3499 -1.6145  0.21
H: 2.2936 1.0203 -0.0344  0.22
H: -0.5036 2.4861 0.1648  0.22
H: -1.5664 1.2204 0.7686  0.23
H: -0.4461 -0.8228 2.2378  0.19
H: 0.7682 -2.1914 2.1481  0.21

---

Record 2
The following is a quantum chemistry calculation of one molecule with the formula C3H5NO2, from the Open Molecules 2025 dataset.

Output
* energy above the lowest of the compared OMol25 structures with the same formula, charge and spin: 90.3 kcal per mole
* gap between HOMO and LUMO: 0.3180 Eh
* charge: 0

Each line ends with the natural charge from an NBO analysis.
Element x y z (Å)
O: 0.6131 -0.8464 0.8664  -0.59
C: 0.7029 0.8918 0.7116  -0.27
C: 0.2306 0.8396 -0.7430  -0.31
N: -0.8124 -0.1730 -0.6987  -0.61
C: -0.7200 -1.0131 0.3334  0.89
O: -1.4588 -1.8450 0.7663  -0.58
H: 0.5431 -1.0379 1.8181  0.54
H: 1.7931 0.9742 0.7215  0.13
H: -0.2026 1.8125 -0.9984  0.22
H: 0.9598 0.5624 -1.5209  0.17
H: -1.6490 -0.1653 -1.2565  0.42

---

Record 3
The following is a quantum chemistry calculation of a 5-piece molecular cluster, C8H18Cl2O10 overall, from the Open Molecules 2025 dataset.

Output
* energy above the lowest of the compared OMol25 structures with the same formula, charge and spin: 0.0 kcal per mole
* gap between HOMO and LUMO: 0.1569 Eh
* charge: -2

Each line ends with the natural charge from an NBO analysis.
Element x y z (Å)
O: -0.0097 1.0468 1.6252  -0.74
C: -0.1175 0.6059 0.3671  0.88
O: 0.8587 0.5160 -0.3471  -0.78
O: -1.1714 0.2856 -0.1733  -0.84
H: -0.9417 0.8380 1.7219  0.47
O: 4.1484 -5.6194 -5.4024  -0.75
C: 4.1683 -4.4900 -4.7577  0.91
O: 5.2758 -4.2747 -4.3027  -0.86
O: 3.2121 -3.7628 -4.4447  -0.79
H: 5.0443 -5.9135 -5.2219  0.48
C: 4.6536 5.4454 0.8693  -0.09
C: 5.3798 4.5389 1.8873  -0.08
O: 4.7238 3.2923 1.9009  -0.71
O: 4.7707 4.7629 -0.3558  -0.70
H: 5.1812 6.3845 0.7026  0.14
H: 3.6215 5.6774 1.1322  0.16
H: 5.3978 4.8557 2.9301  0.15
H: 6.4415 4.3440 1.7356  0.18
H: 3.8868 3.3092 2.3707  0.47
H: 4.4431 5.3409 -1.0487  0.46
C: -0.9740 -6.1865 -1.2729  -0.08
C: -2.0051 -6.2374 -2.4076  -0.09
O: -1.6699 -5.4589 -3.5653  -0.71
O: 0.3416 -6.3319 -1.6736  -0.72
H: -1.3799 -6.8960 -0.5519  0.16
H: -1.0000 -5.1714 -0.8765  0.17
H: -2.9072 -5.7802 -2.0012  0.17
H: -2.2065 -7.2724 -2.6835  0.14
H: -1.1480 -6.0936 -4.0617  0.47
H: 0.5895 -5.5444 -2.1634  0.50
Cl: -5.8852 5.8548 4.4737  -0.06
C: -7.2714 4.7168 4.2711  -0.37
C: -7.0658 3.6947 3.1831  -0.45
Cl: -5.6240 2.9264 3.4973  0.03
H: -8.1297 5.3247 3.9850  0.21
H: -7.6518 4.2392 5.1740  0.22
H: -7.0912 4.0368 2.1485  0.22
H: -7.8885 2.9963 3.3362  0.21

---

Record 4
The following is a quantum chemistry calculation of a 8-piece molecular cluster, C28H48O20S2 overall, from the Open Molecules 2025 dataset.

Output
* gap between HOMO and LUMO (spin up / spin down): 0.2838 / 0.1220 Eh
* charge: +1
* multiplicity: 2

Each line ends with the Löwdin charge.
Element x y z (Å)
C: 24.6155 -12.5856 9.1257  -0.01
C: 23.5138 -11.7522 8.5455  -0.34
C: 22.0316 -12.1716 8.4947  -0.06
O: 21.3465 -10.9662 8.7989  0.10
C: 22.2130 -10.0985 9.2653  -0.58
O: 21.9121 -8.9264 9.5227  0.12
O: 23.4293 -10.5795 9.2766  0.11
H: 25.4824 -11.9804 9.3908  0.10
H: 24.7836 -13.3357 8.3529  0.08
H: 24.3070 -13.0948 10.0388  0.08
H: 23.9480 -11.4481 7.5930  0.15
H: 21.9042 -12.8740 9.3183  0.13
H: 21.7106 -12.5363 7.5189  0.11
C: 22.3974 -11.6364 1.4060  -0.01
C: 23.3442 -12.3506 2.3567  -0.35
C: 24.0406 -11.4647 3.3582  -0.12
O: 23.4327 -11.7544 4.5395  0.10
C: 22.8067 -12.9290 4.3936  -0.51
O: 22.3205 -13.5384 5.3279  0.12
O: 22.6423 -13.2462 3.1087  0.12
H: 21.5106 -11.3154 1.9525  0.10
H: 22.0076 -12.1876 0.5502  0.09
H: 22.9003 -10.7730 0.9703  0.09
H: 23.9860 -12.9348 1.6972  0.16
H: 23.9888 -10.4169 3.0622  0.14
H: 25.0868 -11.7175 3.5299  0.14
C: 17.0812 -17.3297 5.7232  0.00
C: 16.3589 -16.1572 6.3124  -0.31
C: 16.0275 -16.2783 7.7869  -0.10
O: 16.5665 -15.0992 8.3427  0.08
C: 17.2065 -14.4434 7.4282  -0.61
O: 17.7502 -13.3432 7.5600  0.13
O: 17.1368 -14.9754 6.2252  0.13
H: 18.1037 -17.5427 6.0349  0.08
H: 17.2151 -17.2623 4.6436  0.10
H: 16.4820 -18.2099 5.9563  0.08
H: 15.4201 -15.9354 5.8050  0.16
H: 16.5398 -17.1436 8.2075  0.09
H: 14.9758 -16.5112 7.9533  0.15
C: 14.1033 -20.6267 6.8645  -0.01
C: 14.4135 -20.4877 8.3758  -0.30
C: 15.0297 -21.7430 8.9979  -0.08
O: 16.2432 -21.2643 9.5750  0.07
C: 16.4944 -19.9983 9.1110  -0.51
O: 17.5837 -19.4496 9.2159  0.11
O: 15.4172 -19.5056 8.4725  0.06
H: 14.9608 -21.0170 6.3164  0.09
H: 13.6057 -19.8361 6.3029  0.09
H: 13.5068 -21.5312 6.7453  0.09
H: 13.4928 -20.3076 8.9307  0.15
H: 15.2830 -22.5854 8.3542  0.14
H: 14.4008 -22.1724 9.7777  0.14
C: 23.1892 -20.8837 6.0491  -0.03
C: 24.0203 -21.2792 7.1854  -0.37
C: 23.2619 -21.2011 8.4901  -0.10
O: 23.3851 -22.5035 9.0495  0.10
C: 24.1970 -23.2434 8.2939  -0.52
O: 24.6491 -24.3634 8.5973  0.11
O: 24.5068 -22.5944 7.1655  0.11
H: 22.3676 -21.6000 6.0542  0.10
H: 23.7562 -20.8689 5.1183  0.09
H: 22.7358 -19.8953 5.9749  0.09
H: 24.9041 -20.6507 7.2948  0.16
H: 22.2400 -20.8827 8.2840  0.12
H: 23.7052 -20.3560 9.0169  0.11
C: 25.3779 -17.1912 9.3394  -0.02
C: 24.8001 -16.6951 10.6490  -0.37
C: 23.8913 -17.7325 11.3030  -0.09
O: 24.2672 -17.5172 12.6379  0.08
C: 25.4342 -16.8980 12.7303  -0.52
O: 26.0675 -16.6520 13.7698  0.12
O: 25.8682 -16.6220 11.4949  0.11
H: 25.8816 -18.1544 9.4205  0.09
H: 26.1511 -16.5120 8.9803  0.09
H: 24.5821 -17.2901 8.6011  0.06
H: 24.2933 -15.7446 10.4823  0.14
H: 24.0527 -18.7759 11.0321  0.14
H: 22.8577 -17.3985 11.2124  0.10
C: 16.8578 -18.5781 13.0618  -0.13
S: 17.9308 -17.1449 12.5242  1.11
O: 19.2060 -17.8658 12.0701  -0.28
C: 16.9745 -16.3852 11.1087  -0.16
H: 15.8615 -18.1587 13.2021  0.07
H: 17.3303 -18.9500 13.9710  0.08
H: 16.6500 -19.2574 12.2351  0.07
H: 17.4598 -15.5211 10.6549  0.07
H: 16.0469 -15.9477 11.4779  0.09
H: 16.8402 -17.1353 10.3294  0.04
C: 19.8219 -16.8451 8.8109  -0.25
S: 21.6276 -16.6685 8.7555  0.86
O: 22.2312 -17.9736 8.2514  -0.57
C: 21.8990 -15.5276 7.2899  -0.22
H: 19.3148 -17.4606 8.0679  0.05
H: 19.4955 -15.8053 8.7901  0.04
H: 19.6113 -17.2371 9.8060  0.00
H: 22.9612 -15.2872 7.3357  0.05
H: 21.2318 -14.6895 7.4912  0.02
H: 21.6084 -15.8673 6.2958  0.07

---

Max |F| (eV Å⁻¹)
4.4; 0.7; 5.7; 6.7